Version a
C6H7FO | ωB97M-V/def2-TZVPD

Output
frontier orbital gap = 9.06 eV
LUMO energy = 0.756 eV

Structure (ORCA input):
```
! RIJCOSX wB97M-V def2-TZVPD def2/J DEFGRID3
* xyz 0 1
C -1.34691 1.46734 -1.63163
C -0.37002 0.51969 -0.84691
C 0.28135 -0.57113 -1.26286
C 0.93664 -1.06971 -0.12593
C 0.67104 -0.14836 0.89803
C 0.75985 -0.46881 2.42366
H -1.25364 2.57416 -1.64630
H -1.06831 1.19718 -2.70061
H -2.49974 1.14640 -1.57541
H 0.21512 -1.32599 -2.26286
H 1.21085 -2.09241 0.28389
H 0.81002 0.60817 3.13926
H -0.27179 -1.36316 2.66258
O -0.03571 0.92839 0.43304
F 1.96124 -1.40175 2.21204
*
```

Mulliken atomic charge list, values in e, 5 entries: number 1, C, carries -1.02; number 2, C, carries 0.32; number 3, C, carries -0.19; number 4, C, carries -0.28; number 5, C, carries 0.21

Version b
C6H7FO | ωB97M-V/def2-TZVPD

Output
frontier orbital gap = 10.96 eV
LUMO energy = 0.909 eV
SMILES = C#C[C@@]1(CF)O[C@@H]1C

Structure (ORCA input):
```
! RIJCOSX wB97M-V def2-TZVPD def2/J DEFGRID3
* xyz 0 1
C -2.96293 -0.18805 -0.31269
C -1.79702 -0.19937 -0.03245
C -0.38817 -0.02666 0.13884
C 0.03228 1.40393 -0.25112
F 1.32595 1.66737 0.14467
O 0.25654 -0.66674 1.22378
C 0.51915 -1.18467 -0.10795
C 1.92207 -1.08674 -0.58841
H -3.98262 -0.22242 -0.49738
H -0.02390 1.53806 -1.36531
H -0.71242 2.10938 0.21878
H 0.03669 -2.13307 -0.28299
H 1.88378 -1.36032 -1.64537
H 2.54068 -1.79681 -0.06786
H 2.31966 -0.11786 -0.52941
*
```

Mulliken atomic charge list, values in e, 5 entries: number 1, C, carries 0.11; number 2, C, carries -1.25; number 3, C, carries 1.41; number 4, C, carries -0.54; number 5, F, carries -0.30

Most stable structure, least stable structure: version b, version a.

Version a
C3H8N3OS | ωB97M-V/def2-TZVPD

Output
frontier orbital gap (spin up / spin down) = 6.50 / 5.97 eV
LUMO energy (spin up / spin down) = -3.944 / -8.330 eV
expectation value of S² = 2.02

Structure (ORCA input):
```
! RIJCOSX wB97M-V def2-TZVPD def2/J DEFGRID3
* xyz 1 3
C -0.50681 0.32471 -1.03705
C -0.01010 -2.07164 -1.55417
C 0.01234 2.74100 0.30962
N 0.02193 -0.96479 1.68396
N 0.21987 -0.07173 0.84511
N -0.44792 -0.74025 -1.54018
O 0.86401 -1.41229 2.46392
S -0.84544 1.90129 -1.05009
H 0.55767 -2.34507 -2.36113
H -0.92366 -2.76575 -1.46774
H 0.61089 -2.20401 -0.56800
H 0.42057 1.92937 1.04440
H -0.86512 3.37180 0.74628
H 0.64253 3.52092 0.01877
H 1.16753 0.20409 0.76279
H -0.91827 -1.41764 1.70351
*
```

Mulliken atomic charge list, values in e, 5 entries: number 1, C, carries 0.50; number 2, C, carries -0.63; number 3, C, carries -0.79; number 4, N, carries 0.22; number 5, N, carries -0.39

Version b
C3H8N3OS | ωB97M-V/def2-TZVPD

Output
frontier orbital gap (spin up / spin down) = 6.00 / 8.29 eV
LUMO energy (spin up / spin down) = -3.056 / -5.902 eV
expectation value of S² = 2.01

Structure (ORCA input):
```
! RIJCOSX wB97M-V def2-TZVPD def2/J DEFGRID3
* xyz 1 3
C 1.64198 -1.18935 0.25439
C -1.00757 0.26712 0.24203
C -0.07550 1.17972 0.50168
N 1.30380 -1.32635 -0.89672
N -1.15627 -0.52639 -1.09763
N 1.96440 -0.84482 1.34838
O -1.85001 -0.34523 1.06033
S 0.85983 1.91597 -0.79714
H -0.20056 1.74754 1.36732
H -0.05123 -0.83092 -1.13220
H 1.40879 -2.04584 -1.57102
H -1.54599 0.10127 -1.83491
H -1.60749 -1.47754 -0.82741
H -1.66563 -0.41771 2.08068
H 2.30808 -0.58578 2.23709
H 1.62447 2.34943 0.11828
*
```

Mulliken atomic charge list, values in e, 5 entries: number 1, C, carries 0.53; number 2, C, carries 0.26; number 3, C, carries -0.70; number 4, N, carries -0.59; number 5, N, carries -0.41

Most stable structure, least stable structure: version b, version a.

Version a
C24H22BrMnN6O2S | ωB97M-V/def2-TZVPD

Output
frontier orbital gap (spin up / spin down) = 5.21 / 6.24 eV
LUMO energy (spin up / spin down) = -8.006 / -6.989 eV
expectation value of S² = 6.07

Structure (ORCA input):
```
! RIJCOSX wB97M-V def2-TZVPD def2/J DEFGRID3
* xyz 2 5
Mn -1.98428 -1.40220 -0.07398
N 2.06747 -1.69959 -0.42980
C 2.66841 -0.89265 -1.43817
C 4.01135 -0.58165 -1.34512
C 4.60971 0.20397 -2.32340
C 3.86013 0.67276 -3.38767
C 2.50784 0.35827 -3.47836
C 1.91323 -0.42398 -2.50402
S 0.19272 -0.81872 -2.67647
N -0.12527 -1.70624 -1.25630
C 0.77404 -2.02477 -0.37880
C 0.29082 -2.92231 0.72303
C 1.10421 -3.76662 1.44256
C 0.50192 -4.75473 2.22181
C -0.87417 -4.87081 2.22716
C -1.63584 -3.95527 1.51545
N -1.05940 -2.97654 0.82300
H 2.66603 -2.00718 0.31743
H 4.59600 -0.95401 -0.51121
H 5.66181 0.44116 -2.25020
H 4.32181 1.27795 -4.15543
H 1.92034 0.71508 -4.31552
H 2.18086 -3.73605 1.35520
H 1.11335 -5.44999 2.78088
H -1.37326 -5.64504 2.79176
H -2.71635 -3.97577 1.53775
Br -1.99511 2.08645 -1.81252
C -3.55806 1.07133 -1.53978
C -4.72370 1.65356 -2.02216
C -5.91506 0.96018 -1.95599
C -5.90545 -0.31625 -1.41463
C -4.71333 -0.81680 -0.95553
N -3.53214 -0.15148 -0.98857
C -4.65868 -2.18372 -0.35307
O -5.59010 -2.91266 -0.23719
O -3.42453 -2.50097 0.06115
H -4.67159 2.64056 -2.45679
H -6.82753 1.40286 -2.33176
H -6.78831 -0.93521 -1.33416
N -0.85495 0.22499 0.48048
C -0.21868 1.14711 0.79214
N 0.46155 2.18210 1.12067
C 0.12778 2.97976 2.32763
C 1.38388 3.18078 3.15997
C 2.51346 3.76776 2.31592
C 2.81593 2.87581 1.11311
C 1.57255 2.66701 0.26532
H -0.65137 2.45616 2.87812
H -0.27165 3.93731 1.98506
H 1.69317 2.22145 3.58385
H 1.13910 3.83900 3.99397
H 3.40855 3.88696 2.92478
H 2.23306 4.76751 1.97034
H 3.18948 1.90349 1.44715
H 3.58910 3.31926 0.48450
H 1.73302 1.93308 -0.52816
H 1.24613 3.60757 -0.18542
*
```

Mulliken atomic charge list, values in e, 5 entries: number 1, Mn, carries 0.49; number 2, N, carries -0.05; number 3, C, carries 0.11; number 4, C, carries -0.61; number 5, C, carries -0.77

Version b
C24H22BrMnN6O2S | ωB97M-V/def2-TZVPD

Output
frontier orbital gap (spin up / spin down) = 6.32 / 6.51 eV
LUMO energy (spin up / spin down) = -7.180 / -7.034 eV
expectation value of S² = 6.06

Structure (ORCA input):
```
! RIJCOSX wB97M-V def2-TZVPD def2/J DEFGRID3
* xyz 2 5
Mn 0.02363 0.30274 0.08423
N -1.55470 3.34691 2.36618
C -2.95820 3.49032 2.12814
C -3.76891 4.04089 3.10032
C -5.13737 4.12525 2.86983
C -5.68118 3.62523 1.69877
C -4.86082 3.04284 0.73823
C -3.49416 3.00132 0.94679
S -2.40254 2.43003 -0.32279
N -1.14248 1.80410 0.67189
C -0.83047 2.38238 1.79893
C 0.40695 1.88222 2.46020
C 0.90978 2.33146 3.66134
C 2.08414 1.76795 4.14883
C 2.70664 0.76682 3.42598
C 2.13626 0.34999 2.23552
N 1.01655 0.90134 1.76391
H -1.20813 3.77704 3.20880
H -3.34362 4.40863 4.02662
H -5.77571 4.57652 3.61627
H -6.74635 3.68659 1.52587
H -5.27871 2.64869 -0.17901
H 0.41262 3.10313 4.23171
H 2.49901 2.11035 5.08714
H 3.61880 0.30184 3.77092
H 2.56913 -0.44489 1.64496
Br -0.64967 -1.83424 3.03831
C -1.63688 -2.13980 1.46139
C -2.59307 -3.14150 1.43698
C -3.30576 -3.33123 0.26432
C -3.04460 -2.52113 -0.83262
C -2.07431 -1.55198 -0.70817
N -1.37001 -1.36103 0.42223
C -1.73142 -0.63243 -1.85034
O -2.23401 -0.72582 -2.92926
O -0.80646 0.28427 -1.54315
H -2.76702 -3.74702 2.31393
H -4.06043 -4.10436 0.21066
H -3.57015 -2.61950 -1.77184
N 1.58025 -0.69280 -0.66593
C 2.22116 -0.96283 -1.60514
N 2.90608 -1.27066 -2.63764
C 4.33587 -0.89212 -2.78004
C 5.15445 -2.12591 -3.12317
C 4.57873 -2.84579 -4.34030
C 3.11757 -3.22446 -4.11059
C 2.28256 -2.00032 -3.77664
H 4.65928 -0.42791 -1.85009
H 4.39021 -0.14901 -3.57863
H 5.17072 -2.79927 -2.26204
H 6.18160 -1.81052 -3.30859
H 5.16454 -3.73831 -4.55499
H 4.65593 -2.19832 -5.21920
H 3.04153 -3.94810 -3.29453
H 2.69384 -3.69215 -4.99973
H 1.26086 -2.25303 -3.49884
H 2.24843 -1.30240 -4.61592
*
```

Mulliken atomic charge list, values in e, 5 entries: number 1, Mn, carries 0.26; number 2, N, carries -0.13; number 3, C, carries 0.42; number 4, C, carries -0.68; number 5, C, carries -0.68

Most stable structure, least stable structure: version b, version a.

Version a
C6H16N2O2 | ωB97M-V/def2-TZVPD

Output
frontier orbital gap = 9.10 eV
LUMO energy = 0.787 eV
SMILES = CO[C@@H](N)C(C)(C)N(C)O

Structure (ORCA input):
```
! RIJCOSX wB97M-V def2-TZVPD def2/J DEFGRID3
* xyz 0 1
C -2.88998 0.15645 0.49077
O -2.11772 -0.21355 -0.61220
C -0.68910 0.49446 -0.87098
N -0.70734 1.88719 -0.64884
C 0.21966 -0.32308 0.00209
C 0.07233 -1.81373 -0.24011
C 0.29576 0.04134 1.47189
N 1.62444 0.17854 -0.80723
C 2.76338 -0.67179 -0.53546
O 2.00301 1.47186 -0.32270
H -2.86386 1.23930 0.69137
H -2.62147 -0.38315 1.41063
H -3.92835 -0.09774 0.25609
H -0.54053 0.26458 -1.92669
H -1.35147 2.36601 -1.26450
H -0.89488 2.13772 0.31378
H 0.15964 -2.03929 -1.30035
H -0.90767 -2.13944 0.09940
H 0.82902 -2.36845 0.31115
H 0.26655 1.11043 1.67699
H -0.48817 -0.42488 2.06126
H 1.25587 -0.27956 1.87957
H 3.64072 -0.19632 -0.97648
H 2.61042 -1.63059 -1.02425
H 2.94892 -0.82406 0.53575
H 1.31081 2.05775 -0.67094
*
```

Mulliken atomic charge list, values in e, 5 entries: number 1, C, carries -0.61; number 2, O, carries -0.45; number 3, C, carries -0.22; number 4, N, carries -0.56; number 5, C, carries 1.59

Version b
C6H16N2O2 | ωB97M-V/def2-TZVPD

Output
frontier orbital gap = 7.19 eV
LUMO energy = 0.774 eV
SMILES = CC(C)=C(C)N.CN(O)O

Structure (ORCA input):
```
! RIJCOSX wB97M-V def2-TZVPD def2/J DEFGRID3
* xyz 0 1
C -0.54763 -1.43941 1.46937
C -0.60894 -0.56138 0.22887
C -1.43073 -1.23043 -0.85179
C -0.69848 0.81787 0.35722
C -1.50431 1.76167 -0.47888
N -0.06185 1.41682 1.49139
H 0.39558 -1.30328 1.99520
H -0.57492 -2.49559 1.20407
H -1.35108 -1.24345 2.18101
H -1.63411 -0.59323 -1.70751
H -2.41665 -1.50859 -0.47776
H -0.91750 -2.11774 -1.22205
H -2.49236 1.94904 -0.04723
H -0.98016 2.72073 -0.56216
H -1.63876 1.41782 -1.50250
H -0.14248 2.42513 1.54484
H -0.29650 0.99216 2.38287
C 1.55918 0.32160 -1.71927
N 1.81955 -0.43575 -0.29984
O 2.35715 0.39532 0.67537
O 2.15483 -1.80780 -0.09909
H 1.87618 1.36097 -1.73272
H 2.13038 -0.32522 -2.37925
H 0.51164 0.38387 -2.00604
H 1.58754 0.91777 1.04243
H 2.90446 -1.81890 0.51346
*
```

Mulliken atomic charge list, values in e, 5 entries: number 1, C, carries -1.86; number 2, C, carries 1.90; number 3, C, carries -1.89; number 4, C, carries 0.06; number 5, C, carries -1.61

Version c
C6H16N2O2 | ωB97M-V/def2-TZVPD

Output
frontier orbital gap = 8.47 eV
LUMO energy = -0.125 eV
SMILES = C[C@@H](N)C(C)(O)O.C=NC

Structure (ORCA input):
```
! RIJCOSX wB97M-V def2-TZVPD def2/J DEFGRID3
* xyz 0 1
C -0.37312 0.34780 2.60206
C 0.61782 0.04282 1.48296
N 1.90794 -0.27667 2.09249
C 0.14477 -1.09025 0.52882
C -1.43006 -0.45206 -0.31710
O -0.26384 -2.25130 1.17394
O 1.10326 -1.39863 -0.32826
H -0.44728 -0.49131 3.29873
H -0.00392 1.19756 3.17159
H -1.36393 0.58033 2.21860
H 0.74462 0.90573 0.82539
H 2.60755 -0.40307 1.36893
H 1.84725 -1.16634 2.57998
H -1.72857 0.56142 -0.08120
H -1.46707 -0.73403 -1.36355
H -2.06954 -1.15509 0.20829
H -0.84312 -2.01968 1.90688
H 0.82990 -1.32738 -1.43286
C 0.97796 0.19496 -2.33780
N 0.30708 1.14619 -1.73903
C -0.78861 1.74176 -2.45037
H 0.84521 0.02007 -3.41310
H 2.03866 0.18486 -2.09395
H -0.45408 2.73598 -2.76197
H -1.63647 1.90614 -1.78566
H -1.10240 1.20019 -3.35382
*
```

Mulliken atomic charge list, values in e, 5 entries: number 1, C, carries -1.58; number 2, C, carries 0.30; number 3, N, carries -0.77; number 4, C, carries 0.65; number 5, C, carries -1.37

Most stable structure, least stable structure: version a, version b.